Entry 1:
# C4H12

A 2-piece molecular cluster, C4H12 overall in a non-equilibrium geometry (wB97M-V/def2-TZVPD, OMol25).

The value obtained for the electronic energy is -159.5382 hartree. The HOMO energy comes out at -11.0392 eV. The SMILES is CC.CC. The value obtained for the largest force on an atom is 0.0734 hartree/bohr. The LUMO energy comes out at 1.12 eV.

Each line ends with the natural charge from an NBO analysis.
CARTESIAN COORDINATES (ANGSTROEM)
C1 -0.9357 -0.0647 -2.0210  -0.6154
C2 -0.7518 1.2908 -1.2712  -0.5995
H1 -1.5309 -0.6833 -1.3105  0.2022
H2 -1.5454 -0.1507 -2.9750  0.2109
H3 -0.0002 -0.4709 -2.2030  0.2007
H4 -0.6561 1.1205 -0.1715  0.1977
H5 -1.6388 1.8979 -1.5150  0.2059
H6 0.1072 1.7902 -1.5240  0.1988
C3 1.0767 -0.5594 2.3702  -0.6219
C4 0.6448 -0.6276 0.9106  -0.6161
H7 0.1851 0.0409 2.8173  0.2074
H8 1.1577 -1.5608 2.9313  0.2098
H9 2.0633 -0.0571 2.4887  0.2111
H10 -0.2693 -0.1753 0.6260  0.1992
H11 0.6333 -1.7493 0.7286  0.2060
H12 1.2906 -0.2373 0.1759  0.2034

Atomic forces in eV per Å
-2.56 0.40 0.88
-2.81 -1.32 0.20
0.68 -0.10 -0.54
0.83 0.95 0.99
1.69 -1.24 -0.29
-0.60 0.47 -1.21
0.46 0.15 0.51
2.03 1.31 -1.02
-1.19 0.97 1.41
0.71 -3.70 0.23
2.07 -0.85 0.20
-0.32 1.45 -1.13
-0.91 -0.06 0.17
-1.03 -0.29 0.70
-0.50 1.31 -0.55
1.45 0.54 -0.54



Entry 2:
# C4H6NO2

A 2-piece molecular cluster, C4H6NO2 overall in a non-equilibrium geometry (wB97M-V/def2-TZVPD, OMol25).

The value obtained for the electronic energy is -360.7817 hartree. The HOMO energy (spin up / spin down) comes out at -14.0724 / -13.9657 eV. As for the charge: +1. The value obtained for the largest force on an atom is 0.0381 hartree/bohr. The LUMO energy (spin up / spin down) comes out at -5.70 / -5.89 eV.

Each line ends with the natural charge from an NBO analysis.
CARTESIAN COORDINATES (ANGSTROEM)
C1 -0.2187 0.3957 -0.6221  0.4564
C2 0.3459 -0.0490 0.4962  0.2771
C3 -1.2478 0.9340 -1.4610  -0.7209
C4 0.8825 0.0112 1.8380  -0.7091
N1 0.0247 -2.2642 0.0291  0.3753
O1 1.0119 -0.1324 -0.8406  -0.3736
O2 0.6547 -2.2187 -0.8942  -0.0105
H1 -2.0701 1.3298 -0.8702  0.2818
H2 -1.6207 0.1741 -2.1527  0.2900
H3 -0.8103 1.7158 -2.0894  0.2972
H4 0.1849 -0.4437 2.5451  0.2826
H5 1.8399 -0.5090 1.8919  0.2764
H6 1.0230 1.0564 2.1298  0.2771

Atomic forces in eV per Å
0.88 -0.85 1.53
-1.07 -0.51 -1.23
-0.33 0.42 -0.59
0.24 0.32 0.66
0.77 0.46 -0.97
0.33 1.13 -0.60
-0.92 -0.81 1.18
0.04 0.00 0.01
0.03 -0.11 0.06
-0.03 0.05 0.06
0.04 -0.01 -0.10
-0.08 0.01 -0.01
0.09 -0.09 0.02



Entry 3:
# C6H5NO

C6H5NO as an isolated structure in a non-equilibrium geometry (wB97M-V/def2-TZVPD, OMol25).

The value obtained for the electronic energy is -361.4285 hartree. The HOMO energy comes out at -9.3757 eV. The value obtained for the largest force on an atom is 0.1697 hartree/bohr. The LUMO energy comes out at -1.53 eV.

Each line ends with the natural charge from an NBO analysis.
CARTESIAN COORDINATES (ANGSTROEM)
C1 0.7441 -1.1466 1.6453  -0.1386
C2 0.4039 -0.4883 0.4735  -0.2786
C3 -0.9876 -0.2185 0.2210  -0.1681
C4 -1.3252 0.4237 -0.9068  -0.2766
C5 -0.2463 0.8464 -1.9594  0.1123
C6 1.3256 0.2781 -0.2606  0.5841
H1 1.6304 -1.4930 2.2129  0.2353
H2 -0.2303 -1.1410 2.6855  0.1747
H3 -1.9063 -0.4298 1.0183  0.2497
H4 -2.5674 0.8054 -0.8901  0.2374
H5 -0.3188 1.0221 -2.9966  0.2150
N1 1.0429 0.7474 -1.6046  -0.4122
O1 2.4350 0.7940 0.3617  -0.5345

Atomic forces in eV per Å
-3.29 1.08 3.24
-0.46 -2.46 4.21
-2.81 0.34 0.86
-3.13 2.23 -1.16
2.49 -2.17 4.26
7.12 5.03 0.39
-0.08 0.58 -1.55
2.64 -0.47 -3.83
3.01 0.26 -2.07
4.07 -1.19 -0.84
-1.07 0.60 -0.91
-2.51 -0.68 1.00
-5.99 -3.16 -3.60